Entry 1:
Molecular formula: C5H7NO
Method: DFT, ωB97M-V/def2-TZVPD

CARTESIAN COORDINATES (ANGSTROEM)
C: 1.802 -0.095 -0.426
C: 0.317 0.035 -0.544
C: -0.464 0.221 -1.638
O: -1.771 0.330 -1.299
C: -1.838 0.193 0.052
C: -0.596 0.018 0.569
N: -0.184 -0.077 1.914
H: 2.317 0.616 -1.081
H: 2.153 -1.107 -0.664
H: 2.092 0.117 0.609
H: -0.249 0.295 -2.694
H: -2.821 0.272 0.493
H: 0.160 -1.001 2.147
H: -0.916 0.183 2.561

Forces on atoms 1 to 3 (eV/Å):
0.1 0.0 0.0
-0.2 0.0 -0.1
0.2 -0.1 0.0

Properties
* molar mass: 97.12 Da
* LUMO: 1.0 eV
* frontier orbital gap: 9.242 eV
* relative energy (zero: lowest compared OMol25 entry of this formula, charge and spin): 0.846 eV
* SMILES: Cc1cocc1N

Entry 2:
Molecular formula: C16H21F3O3Si2
Method: DFT, ωB97M-V/def2-TZVPD

CARTESIAN COORDINATES (ANGSTROEM)
O: -0.356 0.305 -1.721
C: -0.473 0.294 -2.916
O: -1.684 0.203 -3.530
C: 0.640 0.345 -3.930
C: 2.044 0.106 -3.381
C: 2.494 1.040 -2.247
Si: 2.075 2.832 -2.451
O: 2.525 3.333 -3.978
Si: 1.892 4.621 -4.755
F: 3.051 5.305 -5.617
H: -2.344 0.616 -2.959
H: 0.568 1.290 -4.477
H: 0.397 -0.421 -4.671
H: 2.738 0.228 -4.215
H: 2.121 -0.932 -3.054
H: 3.579 0.958 -2.138
H: 2.057 0.714 -1.299
H: 0.620 3.088 -2.296
H: 2.764 3.650 -1.428
H: 1.396 5.620 -3.789
H: 0.833 4.184 -5.680
F: 2.704 -1.713 -0.522
C: 2.146 -1.762 0.708
C: 1.311 -2.816 1.015
C: 0.735 -2.851 2.277
C: 0.995 -1.843 3.196
C: 1.840 -0.796 2.856
C: 2.429 -0.747 1.600
H: 1.118 -3.582 0.278
H: 0.074 -3.666 2.540
H: 0.536 -1.872 4.175
H: 2.041 -0.007 3.569
H: 3.092 0.056 1.309
F: -2.914 -3.295 2.394
C: -3.376 -2.300 3.181
C: -3.135 -0.993 2.807
C: -3.614 0.023 3.622
C: -4.312 -0.275 4.785
C: -4.535 -1.599 5.134
C: -4.067 -2.628 4.329
H: -2.581 -0.783 1.902
H: -3.437 1.054 3.344
H: -4.680 0.523 5.416
H: -5.076 -1.838 6.040
H: -4.234 -3.668 4.577

Forces on atoms 1 to 3 (eV/Å):
-0.1 0.2 0.0
0.0 -0.2 0.0
0.2 0.5 -0.3

Properties
* molar mass: 374.51 Da
* LUMO: 0.6 eV
* frontier orbital gap: 9.826 eV

Entry 3:
Molecular formula: C24H29As2O12PS4Tc
Method: DFT, ωB97M-V/def2-TZVPD

CARTESIAN COORDINATES (ANGSTROEM)
Tc: -1.130 0.241 -0.333
O: -2.703 -3.421 0.809
As: -2.254 -3.020 -0.837
O: -3.392 -3.719 -1.752
O: -2.141 -1.383 -1.052
C: -0.531 -3.902 -1.207
C: -0.519 -4.897 -2.178
C: 0.659 -5.550 -2.499
C: 1.835 -5.212 -1.846
C: 1.824 -4.208 -0.895
C: 0.649 -3.547 -0.593
S: 0.724 -2.280 0.686
O: 2.078 -2.412 1.179
O: -0.307 -2.657 1.636
O: 0.511 -0.990 0.016
H: -1.998 -3.074 1.383
H: -1.460 -5.139 -2.661
H: 0.659 -6.328 -3.251
H: 2.761 -5.722 -2.075
H: 2.710 -3.907 -0.362
O: -1.310 4.260 -0.556
As: 0.179 3.430 -0.191
O: 0.896 4.334 0.949
O: -0.079 1.866 0.286
C: 1.281 3.579 -1.817
C: 2.308 4.516 -1.795
C: 3.114 4.703 -2.905
C: 2.899 3.940 -4.042
C: 1.868 3.015 -4.065
C: 1.072 2.828 -2.950
S: -0.366 1.750 -3.057
O: -0.432 1.374 -4.451
O: -1.455 2.603 -2.610
O: -0.131 0.597 -2.179
H: -1.730 3.720 -1.246
H: 2.440 5.089 -0.884
H: 3.900 5.447 -2.891
H: 3.534 4.076 -4.908
H: 1.634 2.426 -4.939
S: -2.056 -0.213 1.771
C: -3.776 0.055 1.535
C: -4.693 -0.427 2.466
C: -6.036 -0.125 2.353
C: -6.482 0.652 1.292
C: -5.588 1.097 0.337
C: -4.230 0.809 0.441
S: -3.105 1.440 -0.749
H: -4.318 -1.044 3.268
H: -6.735 -0.495 3.091
H: -7.529 0.912 1.218
H: -5.921 1.674 -0.510
C: 1.981 -2.337 4.195
C: 1.785 -0.845 4.428
P: 1.044 -0.001 2.910
C: 2.551 0.476 1.910
C: 3.695 1.287 2.503
C: 0.599 1.655 3.671
C: 1.382 2.193 4.864
H: 2.340 -2.837 5.100
H: 2.682 -2.508 3.384
H: 1.034 -2.776 3.889
H: 2.720 -0.372 4.739
H: 1.049 -0.702 5.226
H: 2.118 1.033 1.072
H: 2.929 -0.467 1.513
H: 3.382 2.306 2.713
H: 4.508 1.334 1.777
H: 4.088 0.826 3.409
H: -0.451 1.563 3.967
H: 0.635 2.376 2.844
H: 1.230 1.575 5.747
H: 1.035 3.200 5.096
H: 2.447 2.242 4.666

Forces on atoms 1 to 3 (eV/Å):
-1.4 -0.2 0.5
0.2 0.2 -0.2
-0.8 -1.9 0.1

Properties
* molar mass: 916.57 Da
* LUMO (spin up / spin down): 4.3 / 3.8 eV
* 2S+1: 4
* net charge: -2
* frontier orbital gap (spin up / spin down): 6.714 / 6.588 eV
* relative energy (zero: lowest compared OMol25 entry of this formula, charge and spin): 0.770 eV
* expectation value of S²: 3.78

Entry 4:
Molecular formula: C4H9N2
Method: DFT, ωB97M-V/def2-TZVPD

CARTESIAN COORDINATES (ANGSTROEM)
C: -1.230 -1.273 0.301
C: 2.200 0.343 0.462
C: 1.337 -0.655 -0.308
C: -1.826 1.031 -0.277
N: 0.114 -1.162 -0.318
N: -2.018 -0.286 0.383
H: 1.731 1.133 1.049
H: 2.730 -0.442 1.128
H: 2.076 -1.099 -0.977
H: 3.041 0.613 -0.159
H: -2.727 1.241 -0.703
H: -1.492 1.739 0.516
H: -0.996 0.996 -0.928
H: -0.103 -1.820 -1.090
H: -2.837 -0.359 0.921

Forces on atoms 1 to 3 (eV/Å):
1.1 -1.6 2.3
-0.9 -2.7 1.4
0.1 0.4 0.0

Properties
* molar mass: 85.13 Da
* LUMO: -4.6 eV
* net charge: +1
* frontier orbital gap: 8.711 eV
* relative energy (zero: lowest compared OMol25 entry of this formula, charge and spin): 4.358 eV

Entry 5:
Molecular formula: C2H15NO5
Method: DFT, ωB97M-V/def2-TZVPD

CARTESIAN COORDINATES (ANGSTROEM)
C: 2.642 1.183 0.363
C: 1.834 0.383 1.063
N: 1.106 0.869 2.152
H: 2.688 2.256 0.457
H: 3.443 0.852 -0.313
H: 1.910 -0.669 0.799
H: 1.345 1.681 2.692
H: 0.654 0.224 2.788
H: -0.105 -1.130 -2.205
H: -0.696 -1.170 -3.662
O: -0.619 -0.630 -2.870
H: 1.917 -2.563 -2.027
H: 2.044 -1.109 -2.001
O: 1.528 -1.803 -1.549
H: -2.630 0.486 -1.198
H: -2.773 0.907 0.266
O: -2.774 0.126 -0.316
H: -1.597 3.126 0.761
H: -1.104 1.899 1.469
O: -1.904 2.248 1.035
H: -1.249 -1.437 0.172
H: -1.473 -2.673 1.157
O: -0.868 -1.987 0.871

Forces on atoms 1 to 3 (eV/Å):
0.8 0.2 -0.5
1.7 1.0 0.0
-1.7 -0.7 0.6

Properties
* molar mass: 133.14 Da
* LUMO (spin up / spin down): 3.0 / 2.9 eV
* 2S+1: 2
* net charge: -1
* frontier orbital gap (spin up / spin down): 2.128 / 8.169 eV
* relative energy (zero: lowest compared OMol25 entry of this formula, charge and spin): 0.865 eV
* expectation value of S²: 0.75

Entry 6:
Molecular formula: C4H6O4
Method: DFT, ωB97M-V/def2-TZVPD

CARTESIAN COORDINATES (ANGSTROEM)
C: -0.431 0.421 -1.105
C: -1.466 1.096 -0.210
C: 0.462 0.378 0.170
C: 0.737 -1.029 0.721
H: 0.198 2.101 -1.854
H: -0.688 -0.565 -1.508
H: -2.397 0.530 0.001
H: -1.701 2.103 -0.518
H: 1.391 0.939 0.100
H: -0.079 -2.559 1.371
O: 0.065 1.188 -2.190
O: -0.573 1.046 0.912
O: -0.385 -1.680 1.070
O: 1.826 -1.523 0.826

Forces on atoms 1 to 3 (eV/Å):
0.5 -0.3 -0.7
-0.4 -0.9 0.2
-0.8 -0.6 0.1

Properties
* molar mass: 118.09 Da
* LUMO: 0.7 eV
* frontier orbital gap: 10.887 eV
* relative energy (zero: lowest compared OMol25 entry of this formula, charge and spin): 2.007 eV
* SMILES: O=C(O)[C@@H]1OC[C@H]1O

Entry 7:
Molecular formula: C7H9N
Method: DFT, ωB97M-V/def2-TZVPD

CARTESIAN COORDINATES (ANGSTROEM)
C: -1.978 -0.565 -0.156
C: 0.098 0.173 -1.034
C: -0.109 1.539 -0.199
C: -0.015 1.073 1.025
C: 0.168 -0.499 0.978
C: 1.530 -0.721 0.372
C: 1.490 -0.178 -0.789
H: -2.506 -0.661 -1.116
H: -2.352 -1.238 0.654
H: -2.125 0.460 0.146
H: -0.308 0.203 -2.092
H: -0.323 2.531 -0.649
H: -0.080 1.676 1.884
H: 0.000 -1.056 1.894
H: 2.271 -1.010 1.066
H: 2.289 -0.208 -1.532
N: -0.567 -0.805 -0.204

Forces on atoms 1 to 3 (eV/Å):
-0.7 -0.6 1.2
-1.8 1.9 -2.2
-0.1 -0.8 -1.2

Properties
* molar mass: 107.16 Da
* LUMO: 1.2 eV
* frontier orbital gap: 9.807 eV
* relative energy (zero: lowest compared OMol25 entry of this formula, charge and spin): 3.531 eV
* SMILES: CN1[C@H]2C=C[C@@H]1C=C2